# C19H18F5N2PdSSe2

A structure of composition C19H18F5N2PdSSe2 (wB97M-V/def2-TZVPD, the Open Molecules 2025 dataset).

Element x y z (Å)
Pd  -0.11  0.00  -0.59
C  3.37  0.79  0.00
Se  2.21  -0.22  -1.20
C  2.35  1.04  -2.70
C  1.97  2.47  -2.39
Se  0.12  2.71  -1.81
C  0.45  4.04  -0.43
H  4.29  0.99  -0.55
H  3.61  0.16  0.85
H  2.91  1.72  0.31
H  1.72  0.59  -3.47
H  3.39  0.97  -3.02
H  2.11  3.07  -3.29
H  2.61  2.90  -1.62
H  1.04  3.62  0.38
H  -0.53  4.33  -0.04
H  0.93  4.91  -0.85
N  -2.18  -0.11  -0.29
C  -2.54  0.33  1.05
C  -3.83  0.37  1.47
C  -4.14  0.79  2.78
C  -3.14  1.13  3.65
C  -1.79  1.09  3.23
C  -0.72  1.42  4.09
C  0.56  1.33  3.63
C  0.78  0.94  2.30
N  -0.18  0.63  1.46
C  -1.48  0.69  1.92
H  -2.48  -1.06  -0.47
H  -2.61  0.48  -1.00
H  -4.63  0.09  0.79
H  -5.17  0.82  3.10
H  -3.37  1.44  4.66
H  -0.93  1.72  5.11
H  1.41  1.57  4.26
H  1.78  0.87  1.93
F  0.69  -6.69  -1.38
C  0.45  -5.42  -1.65
C  1.23  -4.74  -2.56
F  2.24  -5.36  -3.17
C  0.97  -3.41  -2.83
F  1.75  -2.78  -3.72
C  -0.07  -2.72  -2.22
S  -0.41  -1.04  -2.62
C  -0.84  -3.44  -1.31
F  -1.86  -2.84  -0.67
C  -0.60  -4.76  -1.01
F  -1.35  -5.41  -0.13

Summary:
* ΔE to the lowest compared entry with this formula, charge and spin: 0.0 kcal/mol
* HOMO: -0.39811 Ha
* F_max: 0.00726 Eh/bohr
* LUMO energy: -0.1305 Eh
* E: -6672.39910 Ha
* net charge: +1
* orbital gap: 7.28 eV

natural (NBO) atomic charge list, values in e, 6 entries: number 1, Pd, carries 0.528; number 2, C, carries -0.818; number 3, Se, carries 0.544; number 4, C, carries -0.572; number 5, C, carries -0.580; number 6, Se, carries 0.266



# C19H18N2O5S

An isolated molecule of C19H18N2O5S (wB97M-V/def2-TZVPD, the Open Molecules 2025 dataset).

Element x y z (Å)
C  -3.66  -2.73  1.01
O  -3.63  -1.95  -0.17
C  -3.66  -0.58  -0.01
C  -4.79  0.02  0.52
C  -4.87  1.39  0.61
C  -3.83  2.19  0.15
C  -2.69  1.61  -0.38
O  -1.65  2.31  -0.87
C  -1.67  3.72  -0.80
C  -2.58  0.20  -0.45
C  -1.27  -0.39  -0.84
O  -0.20  0.13  -0.62
N  -1.34  -1.58  -1.50
N  -0.16  -2.33  -1.60
S  0.58  -2.67  -0.09
O  -0.48  -2.63  0.88
O  1.27  -3.91  -0.29
C  1.81  -1.42  0.26
C  1.64  -0.58  1.36
C  2.59  0.37  1.62
C  3.73  0.50  0.80
C  4.72  1.47  1.05
C  5.82  1.57  0.24
C  5.98  0.71  -0.85
C  5.04  -0.25  -1.12
C  3.89  -0.37  -0.31
C  2.90  -1.34  -0.56
H  -4.00  -3.72  0.71
H  -2.66  -2.80  1.44
H  -4.36  -2.32  1.75
H  -5.61  -0.60  0.85
H  -5.75  1.86  1.02
H  -3.93  3.26  0.22
H  -1.74  4.06  0.24
H  -2.49  4.14  -1.38
H  -0.72  4.04  -1.22
H  -2.17  -2.15  -1.38
H  0.50  -1.88  -2.22
H  0.76  -0.70  1.96
H  2.48  1.03  2.47
H  4.60  2.14  1.89
H  6.57  2.32  0.44
H  6.86  0.80  -1.48
H  5.16  -0.91  -1.96
H  3.01  -2.03  -1.38

Summary:
* ΔE to the lowest compared entry with this formula, charge and spin: 62.7 kcal/mol
* SMILES: COc1cccc(OC)c1C(=O)NNS(=O)(=O)c1ccc2ccccc2c1
* HOMO: -0.31023 Ha
* F_max: 0.01454 Eh/bohr
* LUMO energy: 0.0120 Eh
* E: -1618.67946 Ha
* net charge: 0
* orbital gap: 8.77 eV

natural (NBO) atomic charge list, values in e, 6 entries: number 1, C, carries -0.255; number 2, O, carries -0.541; number 3, C, carries 0.359; number 4, C, carries -0.307; number 5, C, carries -0.152; number 6, C, carries -0.341



# C19H18N2O6

An isolated molecule of C19H18N2O6 (wB97M-V/def2-TZVPD, the Open Molecules 2025 dataset).

Element x y z (Å)
C  7.69  0.83  0.67
O  6.82  -0.20  0.27
C  5.47  0.06  0.21
C  4.92  1.29  0.54
C  3.56  1.53  0.47
C  2.72  0.51  0.06
N  1.32  0.73  -0.04
C  0.77  1.84  -0.68
O  1.41  2.74  -1.16
C  -0.73  1.67  -0.68
C  -1.00  0.50  0.27
N  -1.92  -0.49  -0.23
C  -3.28  -0.39  -0.09
C  -3.92  0.83  0.18
C  -5.30  0.89  0.26
C  -6.07  -0.25  0.07
C  -7.53  -0.14  0.16
O  -8.14  0.88  0.40
O  -8.18  -1.30  -0.04
C  -5.44  -1.47  -0.21
C  -4.07  -1.53  -0.28
C  0.37  -0.14  0.45
O  0.58  -1.22  0.93
C  3.24  -0.73  -0.28
C  4.61  -0.98  -0.20
O  4.95  -2.24  -0.57
C  6.28  -2.72  -0.47
H  7.64  1.69  0.00
H  7.48  1.16  1.70
H  8.68  0.40  0.63
H  5.56  2.09  0.86
H  3.17  2.50  0.73
H  -1.21  2.61  -0.39
H  -1.06  1.43  -1.69
H  -1.32  0.87  1.26
H  -1.56  -1.43  -0.22
H  -3.34  1.72  0.33
H  -5.79  1.82  0.47
H  -9.14  -1.15  0.03
H  -6.04  -2.35  -0.36
H  -3.58  -2.47  -0.49
H  2.61  -1.54  -0.59
H  6.65  -2.66  0.55
H  6.95  -2.18  -1.14
H  6.22  -3.76  -0.77

Summary:
* ΔE to the lowest compared entry with this formula, charge and spin: 45.1 kcal/mol
* SMILES: COc1ccc(N2C(=O)C[C@@H](Nc3ccc(C(=O)O)cc3)C2=O)cc1OC
* HOMO: -0.30448 Ha
* F_max: 0.01355 Eh/bohr
* LUMO energy: 0.0204 Eh
* E: -1295.82188 Ha
* net charge: 0
* orbital gap: 8.84 eV

natural (NBO) atomic charge list, values in e, 6 entries: number 1, C, carries -0.252; number 2, O, carries -0.520; number 3, C, carries 0.293; number 4, C, carries -0.297; number 5, C, carries -0.202; number 6, C, carries 0.113



# C19H18N2O6

An isolated molecule of C19H18N2O6 (wB97M-V/def2-TZVPD, the Open Molecules 2025 dataset).

Element x y z (Å)
C  5.49  2.59  0.11
C  4.50  1.47  0.14
C  3.36  1.49  -0.66
C  2.45  0.45  -0.64
C  2.66  -0.64  0.20
C  1.75  -1.82  0.30
O  2.12  -2.88  0.74
N  0.46  -1.56  -0.11
C  -0.62  -2.43  -0.16
C  -0.50  -3.80  0.08
C  -1.59  -4.64  -0.04
C  -2.83  -4.14  -0.42
C  -2.97  -2.79  -0.66
C  -1.89  -1.93  -0.51
C  -2.11  -0.48  -0.78
O  -2.66  -0.04  -1.77
N  -1.62  0.36  0.18
C  -1.84  1.78  -0.01
C  -3.28  2.20  0.31
C  -3.63  1.89  1.74
O  -2.96  1.25  2.50
O  -4.81  2.40  2.08
C  -1.45  2.06  -1.47
O  -0.42  1.68  -1.94
O  -2.31  2.86  -2.11
C  3.80  -0.67  0.99
C  4.71  0.37  0.96
H  5.74  2.91  1.12
H  6.41  2.26  -0.38
H  5.10  3.44  -0.44
H  3.19  2.33  -1.32
H  1.59  0.52  -1.30
H  0.27  -0.62  -0.43
H  0.47  -4.20  0.35
H  -1.47  -5.69  0.16
H  -3.67  -4.80  -0.53
H  -3.92  -2.38  -0.96
H  -1.46  0.04  1.12
H  -1.14  2.32  0.63
H  -3.97  1.65  -0.35
H  -3.43  3.26  0.12
H  -5.04  2.18  3.00
H  -2.04  2.96  -3.03
H  3.97  -1.53  1.62
H  5.59  0.33  1.59

Summary:
* ΔE to the lowest compared entry with this formula, charge and spin: 2.0 kcal/mol
* SMILES: Cc1ccc(C(=O)Nc2ccccc2C(=O)N[C@H](CC(=O)O)C(=O)O)cc1
* HOMO: -0.31271 Ha
* F_max: 0.01329 Eh/bohr
* LUMO energy: 0.0155 Eh
* E: -1295.89056 Ha
* net charge: 0
* orbital gap: 8.93 eV

natural (NBO) atomic charge list, values in e, 6 entries: number 1, C, carries -0.630; number 2, C, carries 0.005; number 3, C, carries -0.211; number 4, C, carries -0.211; number 5, C, carries -0.101; number 6, C, carries 0.655